49
Properties=species:S:1:pos:R:3:nbo_charge:R:1 method="wB97M-V/def2-TZVPD" de_lowest_kcal_mol=0.0 total_charge=+2 gap_ev="5.90 / 5.90" e_homo_ev="-15.1281 / -15.1281" spin_multiplicity=1 e_lumo_ev="-9.23 / -9.23"
Ru 0.6292 -0.1427 1.4139 0.516
C -4.0146 2.4022 1.9071 -0.683
C -3.5640 1.0235 2.1945 0.390
N -4.2688 0.0672 2.7279 -0.174
N -3.4296 -0.9972 2.8287 -0.297
C -2.2273 -0.7294 2.3628 0.239
S -0.7244 -1.6182 2.3164 0.258
N -2.2908 0.5367 1.9470 -0.199
N -1.1304 1.1616 1.4649 -0.596
H -5.0759 2.4728 2.1316 0.295
H -3.8612 2.6568 0.8572 0.249
H -3.4759 3.1216 2.5262 0.270
H -3.7635 -1.8568 3.2479 0.469
H -0.7828 1.8713 2.1610 0.463
H -1.3468 1.6115 0.5791 0.417
N 3.7399 0.5619 2.6465 -0.531
C 2.7120 1.3930 2.9674 0.479
N 2.7735 2.4398 3.7618 -0.278
N 1.5336 2.9418 3.7906 0.045
N 0.7334 2.2565 3.0673 -0.181
N 1.4499 1.2368 2.5171 -0.358
C 3.6547 -0.3278 1.6277 0.492
N 4.6430 -0.9786 1.0731 -0.292
N 4.0901 -1.6223 0.0187 0.040
N 2.8444 -1.3931 -0.0715 -0.168
N 2.4845 -0.5734 0.9742 -0.425
H 4.6486 0.7505 3.0530 0.472
C 2.5082 -0.3303 -3.5032 -0.640
C 1.9726 0.5707 -2.3945 -0.696
Sb 0.5095 -0.4590 -1.2522 1.578
C 0.4671 -2.5718 -1.5878 -0.687
C -0.8189 -3.0946 -2.2035 -0.641
C -1.4180 0.2559 -1.8554 -0.766
C -1.5339 0.3243 -3.3816 -0.630
H 3.2137 0.2380 -4.1094 0.264
H 1.7218 -0.6870 -4.1700 0.217
H 3.0428 -1.1882 -3.0960 0.234
H 1.4892 1.4716 -2.7721 0.247
H 2.7512 0.8594 -1.6901 0.254
H 0.6624 -2.9939 -0.6025 0.248
H 1.3506 -2.7592 -2.1979 0.264
H -1.6961 -2.8727 -1.5943 0.207
H -0.7452 -4.1807 -2.2753 0.263
H -0.9893 -2.7191 -3.2100 0.223
H -1.5898 1.2542 -1.4475 0.214
H -2.1511 -0.4307 -1.4271 0.236
H -0.7920 0.9967 -3.8131 0.223
H -2.5164 0.7034 -3.6617 0.254
H -1.4192 -0.6528 -3.8467 0.223